1.
The following is a DFT calculation (the ωB97M-V functional and the def2-TZVPD basis) of a cluster of 4 separate species, C34H39BClF14N7O10PS in total in a non-equilibrium geometry.

As for the molecular weight: 1081.003 g/mol. The HOMO-LUMO gap comes out at 7.63 eV. The spin multiplicity is 1. The calculation puts the HOMO energy at -10.642 eV. As for the net charge: +1.

CARTESIAN COORDINATES (ANGSTROEM)
C1 0.053 -4.456 2.522
C2 -0.562 -3.650 1.912
C3 -1.235 -2.413 1.281
C4 -2.726 -2.757 0.795
C5 -3.726 -1.533 1.063
N1 -3.904 -0.648 -0.134
C6 -3.516 0.789 0.114
C7 -2.003 0.929 0.576
C8 -1.579 2.444 0.480
C9 -0.379 2.688 -0.518
F1 -0.683 1.997 -1.672
F2 -0.481 4.036 -0.846
C10 1.032 2.433 0.127
F3 0.909 2.055 1.447
F4 1.644 3.672 0.210
C11 2.072 1.553 -0.692
F5 2.085 2.110 -1.951
F6 3.291 1.920 -0.159
C12 1.830 0.014 -0.690
F7 0.813 -0.331 -1.548
F8 1.396 -0.476 0.517
S1 3.293 -1.085 -1.178
F9 4.001 0.033 -2.092
F10 4.130 -0.740 0.151
F11 2.554 -2.331 -0.402
F12 2.498 -1.593 -2.525
F13 4.487 -2.106 -1.600
C13 -4.538 1.513 1.045
F14 -4.541 1.069 2.384
N2 -5.830 1.508 0.382
C14 -6.860 2.300 1.115
N3 -8.166 2.371 0.470
C15 -6.300 0.179 -0.018
Cl1 -7.051 -0.687 1.404
C16 -5.233 -0.690 -0.807
B1 -5.781 -2.208 -1.154
N4 -7.207 -2.398 -1.282
O1 -4.926 -3.306 -1.375
P1 -5.207 0.065 -2.572
O2 -5.718 1.447 -2.612
O3 -5.999 -0.891 -3.649
O4 -3.614 0.102 -3.081
H1 0.755 -5.025 3.152
H2 -1.201 -1.553 1.989
H3 -0.632 -2.213 0.353
H4 -2.639 -3.011 -0.285
H5 -3.079 -3.589 1.444
H6 -3.271 -1.011 1.946
H7 -4.655 -1.982 1.478
H8 -3.210 -0.974 -0.831
H9 -3.520 1.389 -0.836
H10 -1.342 0.247 -0.027
H11 -1.872 0.601 1.641
H12 -1.411 2.902 1.480
H13 -2.430 3.020 0.020
H14 -4.217 2.592 1.077
H15 -6.939 1.997 2.195
H16 -6.469 3.359 1.147
H17 -7.986 2.665 -0.498
H18 -8.663 1.464 0.463
H19 -7.134 0.353 -0.752
H20 -7.452 -3.277 -1.737
H21 -7.641 -1.605 -1.767
H22 -4.774 -3.480 -2.319
H23 -5.380 -1.232 -4.330
H24 -3.284 1.016 -2.954
C17 -13.928 0.616 3.767
C18 -13.573 -0.714 3.569
C19 -12.496 -1.031 2.755
C20 -11.781 -0.008 2.147
C21 -12.132 1.323 2.332
C22 -13.211 1.632 3.146
N5 -10.629 -0.337 1.306
O5 -10.355 -1.509 1.146
O6 -10.001 0.594 0.812
H25 -14.766 0.861 4.409
H26 -14.135 -1.503 4.054
H27 -12.228 -2.069 2.607
H28 -11.577 2.121 1.855
H29 -13.493 2.666 3.301
C23 6.959 0.579 -0.072
C24 6.922 -0.672 -0.677
C25 8.094 -1.393 -0.852
C26 9.295 -0.854 -0.412
C27 9.343 0.396 0.187
C28 8.168 1.114 0.356
N6 10.533 -1.626 -0.573
O7 10.458 -2.711 -1.119
O8 11.567 -1.136 -0.146
H30 6.041 1.139 0.069
H31 5.983 -1.085 -1.010
H32 8.057 -2.367 -1.325
H33 10.280 0.820 0.526
H34 8.193 2.090 0.825
C29 14.577 -0.311 -0.596
C30 15.791 -0.976 -0.714
C31 16.860 -0.363 -1.352
C32 16.702 0.918 -1.863
C33 15.492 1.587 -1.756
C34 14.426 0.967 -1.119
N7 17.838 1.579 -2.516
O9 18.881 0.956 -2.609
O10 17.674 2.716 -2.924
H35 13.747 -0.789 -0.093
H36 15.904 -1.973 -0.306
H37 17.802 -0.889 -1.439
H38 15.366 2.584 -2.158
H39 13.477 1.481 -1.028

These are the Löwdin partial charges, in e, on atoms 1 to 99: number 1, C, carries 0.09; number 2, C, carries -0.14; number 3, C, carries -0.18; number 4, C, carries -0.12; number 5, C, carries -0.10; number 6, N, carries -0.01; number 7, C, carries -0.16; number 8, C, carries -0.09; number 9, C, carries -0.04; number 10, C, carries -0.35; number 11, F, carries 0.09; number 12, F, carries 0.09; number 13, C, carries -0.27; number 14, F, carries 0.12; number 15, F, carries 0.13; number 16, C, carries -0.30; number 17, F, carries 0.15; number 18, F, carries 0.12; number 19, C, carries -0.35; number 20, F, carries 0.09; number 21, F, carries 0.09; number 22, S, carries 0.90; number 23, F, carries -0.12; number 24, F, carries -0.12; number 25, F, carries -0.15; number 26, F, carries -0.16; number 27, F, carries -0.15; number 28, C, carries -0.26; number 29, F, carries 0.01; number 30, N, carries -0.10; number 31, C, carries -0.27; number 32, N, carries 0.03; number 33, C, carries -0.56; number 34, Cl, carries 0.75; number 35, C, carries -0.25; number 36, B, carries -0.62; number 37, N, carries 0.20; number 38, O, carries 0.12; number 39, P, carries 0.61; number 40, O, carries -0.23; number 41, O, carries -0.11; number 42, O, carries -0.14; number 43, H, carries 0.06; number 44, H, carries 0.10; number 45, H, carries 0.10; number 46, H, carries 0.11; number 47, H, carries 0.13; number 48, H, carries 0.13; number 49, H, carries 0.12; number 50, H, carries 0.17; number 51, H, carries 0.15; number 52, H, carries 0.12; number 53, H, carries 0.12; number 54, H, carries 0.15; number 55, H, carries 0.13; number 56, H, carries 0.17; number 57, H, carries 0.12; number 58, H, carries 0.14; number 59, H, carries 0.09; number 60, H, carries 0.00; number 61, H, carries 0.11; number 62, H, carries 0.11; number 63, H, carries 0.09; number 64, H, carries 0.12; number 65, H, carries 0.11; number 66, H, carries 0.09; number 67, C, carries -0.06; number 68, C, carries -0.06; number 69, C, carries 0.00; number 70, C, carries -0.14; number 71, C, carries 0.01; number 72, C, carries -0.06; number 73, N, carries -0.31; number 74, O, carries 0.08; number 75, O, carries -0.01; number 76, H, carries 0.11; number 77, H, carries 0.11; number 78, H, carries 0.12; number 79, H, carries 0.12; number 80, H, carries 0.11; number 81, C, carries -0.06; number 82, C, carries -0.07; number 83, C, carries 0.02; number 84, C, carries -0.14; number 85, C, carries 0.00; number 86, C, carries -0.06; number 87, N, carries -0.33; number 88, O, carries 0.09; number 89, O, carries 0.06; number 90, H, carries 0.10; number 91, H, carries 0.05; number 92, H, carries 0.12; number 93, H, carries 0.12; number 94, H, carries 0.11; number 95, C, carries -0.07; number 96, C, carries -0.06; number 97, C, carries 0.00; number 98, C, carries -0.15; number 99, C, carries -0.01



2.
The following is a DFT calculation (the ωB97M-V functional and the def2-TZVPD basis) of a cluster of 5 separate species, CH11O4S in total in a non-equilibrium geometry.

As for the molecular weight: 119.162 g/mol. The HOMO-LUMO gap comes out at 7.28 eV. The spin multiplicity is 1. The calculation puts the HOMO energy at -3.607 eV. As for the net charge: -1. The value obtained for the energy above the lowest of the compared OMol25 structures with the same formula, charge and spin is 90.7 kJ/mol.

CARTESIAN COORDINATES (ANGSTROEM)
C1 1.456 0.173 1.178
S1 0.280 -1.111 0.714
H1 2.471 -0.161 1.406
H2 1.529 1.105 0.508
H3 0.975 0.554 2.067
H4 -2.240 0.409 2.414
H5 -0.937 1.000 2.192
O1 -1.858 1.248 2.322
H6 -0.833 -2.124 -1.677
H7 -0.340 -0.684 -1.453
O2 -0.924 -1.139 -2.027
H8 1.641 -0.880 -2.422
H9 1.817 -1.229 -0.874
O3 2.221 -1.421 -1.814
H10 -1.713 1.547 -0.064
H11 -1.809 0.944 -1.457
O4 -1.734 1.770 -1.015

Formally, the natural (NBO) partial charges of the atoms, in units of the elementary charge, are as follows: number 1, C, carries -0.75; number 2, S, carries -0.69; number 3, H, carries 0.19; number 4, H, carries 0.18; number 5, H, carries 0.17; number 6, H, carries 0.47; number 7, H, carries 0.48; number 8, O, carries -0.95; number 9, H, carries 0.48; number 10, H, carries 0.49; number 11, O, carries -1.00; number 12, H, carries 0.46; number 13, H, carries 0.49; number 14, O, carries -1.01; number 15, H, carries 0.49; number 16, H, carries 0.48; number 17, O, carries -0.98



3.
The following is a DFT calculation (the ωB97M-V functional and the def2-TZVPD basis) of a cluster of 2 separate species, C4H6INO in total in a non-equilibrium geometry.

As for the molecular weight: 211.002 g/mol. The HOMO-LUMO gap comes out at 5.65 eV. The spin multiplicity is 1. The calculation puts the HOMO energy at -6.895 eV. As for the net charge: 0. The value obtained for the energy above the lowest of the compared OMol25 structures with the same formula, charge and spin is 632.5 kJ/mol.

CARTESIAN COORDINATES (ANGSTROEM)
C1 -1.787 -1.823 -0.093
C2 0.704 0.836 0.388
C3 -0.935 -0.933 0.174
C4 1.002 2.122 1.046
N1 -0.375 0.154 0.524
O1 0.796 -1.023 -1.885
I1 0.210 -2.372 -3.086
H1 -1.457 -2.806 -0.591
H2 -2.770 -1.729 0.124
H3 1.589 0.483 -0.084
H4 1.931 2.056 1.374
H5 0.905 2.837 0.328
H6 0.186 2.199 1.781

Formally, the natural (NBO) partial charges of the atoms, in units of the elementary charge, are as follows: number 1, C, carries -0.47; number 2, C, carries 0.31; number 3, C, carries 0.55; number 4, C, carries -0.66; number 5, N, carries -0.41; number 6, O, carries -1.13; number 7, I, carries 0.31; number 8, H, carries 0.30; number 9, H, carries 0.25; number 10, H, carries 0.23; number 11, H, carries 0.23; number 12, H, carries 0.25; number 13, H, carries 0.23



4.
The following is a DFT calculation (the ωB97M-V functional and the def2-TZVPD basis) of a structure of composition C8H5MoN2O5 in a non-equilibrium geometry.

As for the molecular weight: 305.077 g/mol. The HOMO-LUMO gap (alpha / beta) comes out at 8.47 / 5.04 eV. The spin multiplicity is 3. The calculation puts the HOMO energy (alpha / beta) at -22.261 / -21.758 eV. As for the net charge: +3.

CARTESIAN COORDINATES (ANGSTROEM)
O1 1.790 1.835 -2.738
C1 1.000 1.432 -2.008
Mo1 -1.037 0.744 -0.464
C2 -2.060 -0.173 0.992
O2 -2.620 -0.728 1.861
C3 -2.697 1.946 -1.090
O3 -3.763 2.412 -1.113
C4 -1.491 -0.713 -1.868
O4 -1.778 -1.521 -2.648
C5 -0.405 2.285 0.782
O5 -0.077 3.147 1.491
H1 -1.484 2.026 -1.828
N1 0.644 -1.111 1.592
C6 1.719 -1.877 1.837
C7 2.513 -1.820 0.694
C8 1.816 -0.980 -0.215
N2 0.652 -0.544 0.336
H2 -0.111 -0.953 2.257
H3 1.825 -2.394 2.789
H4 3.453 -2.319 0.548
H5 2.113 -0.694 -1.209

Formally, the natural (NBO) partial charges of the atoms, in units of the elementary charge, are as follows: number 1, O, carries -0.27; number 2, C, carries 0.55; number 3, Mo, carries -0.09; number 4, C, carries 0.59; number 5, O, carries -0.27; number 6, C, carries 0.55; number 7, O, carries -0.20; number 8, C, carries 0.58; number 9, O, carries -0.23; number 10, C, carries 0.57; number 11, O, carries -0.24; number 12, H, carries 0.29; number 13, N, carries -0.28; number 14, C, carries 0.17; number 15, C, carries 0.05; number 16, C, carries 0.06; number 17, N, carries -0.24; number 18, H, carries 0.47; number 19, H, carries 0.32; number 20, H, carries 0.32; number 21, H, carries 0.28



Question: Which value of net charge does entry 1 give?
Answer: +1